w.
This record from the OMol25 dataset describes a 16-piece molecular cluster, C64H176N16O16 overall. The level of theory is wB97M-V/def2-TZVPD.

Values from the calculation:
E_HOMO: -0.333 hartree

Last column: Mulliken charge in e.
Element x y z (Å)
1 C 1.5908 -11.2651 -4.5394  -1.444
2 C 2.9159 -10.5713 -4.1193  0.429
3 C 3.9086 -11.6075 -3.4668  -0.787
4 O 5.2021 -11.0692 -3.2042  -0.279
5 C 6.1700 -12.0730 -3.0812  -0.789
6 N 3.5209 -9.8333 -5.1940  -0.720
7 H 1.0651 -11.7749 -3.7320  0.366
8 H 1.8109 -12.0346 -5.2794  0.350
9 H 0.9325 -10.5247 -4.9938  0.340
10 H 2.5785 -9.8746 -3.3520  0.289
11 H 3.9860 -12.3989 -4.2124  0.349
12 H 3.4764 -12.0789 -2.5842  0.386
13 H 7.1098 -11.5951 -2.8046  0.245
14 H 6.3215 -12.7149 -3.9490  0.338
15 H 5.8427 -12.8374 -2.3764  0.318
16 H 4.3908 -9.4759 -4.8255  0.338
17 H 3.8555 -10.5100 -5.8650  0.270
18 C -3.9314 -14.4624 1.7210  -1.410
19 C -2.9917 -13.5975 0.8750  0.568
20 C -2.5889 -12.2161 1.5104  -0.762
21 O -3.7768 -11.3812 1.5811  -0.311
22 C -3.4991 -10.0879 2.0937  -0.707
23 N -1.8618 -14.4129 0.4508  -0.721
24 H -4.1438 -15.4397 1.2878  0.388
25 H -4.8794 -13.9577 1.9073  0.336
26 H -3.5630 -14.6851 2.7224  0.335
27 H -3.4804 -13.2544 -0.0368  0.149
28 H -1.7961 -11.7198 0.9508  0.426
29 H -2.1926 -12.3558 2.5162  0.358
30 H -3.0766 -10.2775 3.0804  0.300
31 H -4.3887 -9.4999 2.3194  0.259
32 H -2.7988 -9.5513 1.4535  0.281
33 H -1.2644 -14.7032 1.2117  0.253
34 H -2.1914 -15.3259 0.1715  0.259
35 C -0.9108 -1.9920 -0.3631  -1.346
36 C 0.3422 -1.5336 -1.1486  0.361
37 C 0.9470 -0.2418 -0.4167  -0.708
38 O -0.0277 0.8089 -0.1876  -0.287
39 C 0.5270 2.0965 0.2511  -0.730
40 N 1.2336 -2.6168 -1.2928  -0.687
41 H -0.6696 -2.4392 0.6012  0.325
42 H -1.5786 -2.6323 -0.9395  0.387
43 H -1.4581 -1.0933 -0.0788  0.335
44 H -0.0017 -1.1278 -2.0999  0.229
45 H 1.6623 0.1840 -1.1203  0.347
46 H 1.5346 -0.5638 0.4431  0.353
47 H -0.3309 2.7549 0.3879  0.245
48 H 1.3302 2.5154 -0.3551  0.291
49 H 0.9592 1.9645 1.2430  0.307
50 H 0.6997 -3.3644 -1.7125  0.298
51 H 1.4809 -3.0190 -0.3999  0.278
52 C 4.6754 -0.2898 6.1463  -1.371
53 C 5.4550 -1.4106 6.8529  0.431
54 C 4.6931 -1.9455 8.1056  -0.726
55 O 4.1006 -1.0240 8.9407  -0.337
56 C 4.9532 -0.1688 9.7031  -0.755
57 N 5.7894 -2.3801 5.9032  -0.696
58 H 4.6626 0.5787 6.8048  0.284
59 H 3.6635 -0.6373 5.9378  0.313
60 H 5.0736 0.0729 5.1986  0.439
61 H 6.3961 -0.9679 7.1789  0.283
62 H 5.3911 -2.4129 8.8002  0.386
63 H 3.9187 -2.6574 7.8199  0.323
64 H 5.4561 -0.6651 10.5331  0.319
65 H 4.2724 0.5515 10.1566  0.230
66 H 5.7193 0.3385 9.1166  0.314
67 H 6.5292 -2.8513 6.4040  0.289
68 H 6.2775 -1.8696 5.1812  0.275
69 C -4.2402 -1.9189 8.6296  -1.404
70 C -2.8804 -1.5188 8.0873  0.460
71 C -2.8366 -0.6719 6.7924  -0.734
72 O -3.3008 0.6516 6.9817  -0.319
73 C -3.5277 1.3114 5.7543  -0.754
74 N -2.1993 -0.7266 9.1284  -0.771
75 H -4.8444 -1.0584 8.9172  0.275
76 H -4.0493 -2.5551 9.4938  0.367
77 H -4.8072 -2.5188 7.9178  0.350
78 H -2.3185 -2.4449 7.9657  0.354
79 H -3.4010 -1.1774 6.0088  0.382
80 H -1.8034 -0.6442 6.4462  0.389
81 H -4.2667 0.8206 5.1210  0.292
82 H -2.5874 1.3151 5.2030  0.312
83 H -3.8218 2.3412 5.9573  0.248
84 H -2.5237 0.2289 9.0843  0.304
85 H -1.2128 -0.6819 8.9165  0.249
86 C 10.0864 -3.4513 -1.0050  -1.428
87 C 8.8481 -3.5630 -1.8865  0.390
88 C 8.7614 -4.8607 -2.6899  -0.589
89 O 9.7061 -4.8801 -3.7652  -0.328
90 C 9.8300 -6.0596 -4.5793  -0.720
91 N 7.6910 -3.5127 -0.9774  -0.693
92 H 10.9946 -3.3022 -1.5890  0.339
93 H 10.1642 -4.1913 -0.2084  0.336
94 H 9.9732 -2.5402 -0.4175  0.389
95 H 8.7399 -2.7257 -2.5760  0.348
96 H 7.7420 -5.0379 -3.0326  0.384
97 H 9.0221 -5.6369 -1.9705  0.252
98 H 10.5112 -5.8210 -5.3961  0.239
99 H 8.8469 -6.3361 -4.9605  0.292
100 H 10.3852 -6.8315 -4.0463  0.297
101 H 6.8271 -3.4937 -1.5003  0.256
102 H 7.7338 -4.2778 -0.3195  0.234
103 C -3.3000 9.5065 -2.8049  -1.493
104 C -4.1851 10.3535 -3.6820  0.421
105 C -3.4737 11.6654 -4.0437  -0.633
106 O -4.2347 12.5049 -4.9854  -0.387
107 C -5.3141 13.3006 -4.5297  -0.637
108 N -4.5092 9.6554 -4.9379  -0.723
109 H -3.8981 8.6340 -2.5421  0.354
110 H -3.1352 10.0330 -1.8648  0.357
111 H -2.3311 9.2937 -3.2565  0.361
112 H -5.0939 10.5394 -3.1097  0.295
113 H -2.4740 11.5215 -4.4538  0.340
114 H -3.3823 12.2634 -3.1370  0.334
115 H -4.9380 13.9892 -3.7730  0.276
116 H -6.0436 12.6654 -4.0273  0.275
117 H -5.7681 13.9415 -5.2855  0.257
118 H -4.8194 10.3436 -5.6089  0.314
119 H -3.6073 9.5237 -5.3730  0.289
120 C -6.4349 2.2944 -4.0722  -1.453
121 C -7.4935 2.9773 -4.8903  0.686
122 C -8.5042 1.9437 -5.4511  -0.835
123 O -9.4179 2.6033 -6.2788  -0.318
124 C -10.5566 1.7316 -6.5356  -0.777
125 N -8.0019 4.0792 -4.1131  -0.808
126 H -5.6736 3.0313 -3.8160  0.320
127 H -5.9725 1.4273 -4.5438  0.366
128 H -6.6693 1.8335 -3.1126  0.350
129 H -7.0273 3.4492 -5.7553  0.243
130 H -9.0546 1.5799 -4.5834  0.373
131 H -8.1159 1.0339 -5.9091  0.412
132 H -10.3270 0.7431 -6.9335  0.289
133 H -11.3185 2.1667 -7.1823  0.283
134 H -11.0803 1.5692 -5.5935  0.338
135 H -8.7764 4.4309 -4.6578  0.269
136 H -7.2774 4.7826 -4.0948  0.265
137 C 0.3147 7.6780 7.7733  -1.288
138 C 1.5178 6.6954 8.0185  0.387
139 C 2.7477 7.2558 8.8139  -0.697
140 O 3.3598 8.3803 8.1234  -0.313
141 C 4.6289 8.7764 8.5980  -0.679
142 N 0.9354 5.5361 8.7451  -0.722
143 H -0.3039 7.9220 8.6369  0.346
144 H -0.2985 7.3081 6.9515  0.375
145 H 0.7132 8.6055 7.3622  0.310
146 H 1.8709 6.3213 7.0576  0.279
147 H 3.4224 6.4219 9.0077  0.380
148 H 2.4275 7.7204 9.7465  0.279
149 H 5.2343 7.9025 8.3575  0.294
150 H 4.6289 8.9283 9.6774  0.284
151 H 4.9101 9.7127 8.1160  0.218
152 H 0.4501 5.9593 9.5232  0.273
153 H 0.2247 5.0846 8.1872  0.274
154 C -2.1633 16.1107 1.0513  -1.171
155 C -0.8521 16.0914 1.8812  0.257
156 C -0.0443 14.7838 1.4608  -0.601
157 O -0.6311 13.5510 1.8696  -0.339
158 C 0.3173 12.4805 1.6341  -0.766
159 N -0.0843 17.2849 1.5677  -0.717
160 H -1.8497 16.4580 0.0669  0.306
161 H -2.9156 16.8334 1.3673  0.327
162 H -2.5421 15.0887 1.0579  0.291
163 H -1.0270 16.1779 2.9536  0.344
164 H 0.9687 14.8792 1.8515  0.359
165 H 0.0045 14.8282 0.3728  0.271
166 H 0.5545 12.3915 0.5740  0.311
167 H 0.0546 11.5056 2.0447  0.297
168 H 1.2755 12.6177 2.1352  0.312
169 H 0.0655 17.3534 0.5712  0.274
170 H 0.8591 17.1191 1.8881  0.246
171 C 9.7147 8.1320 0.3311  -1.402
172 C 9.9264 7.0908 1.4499  0.478
173 C 8.8833 5.9422 1.4790  -0.660
174 O 7.4836 6.3749 1.6860  -0.304
175 C 7.1196 7.0922 2.8303  -0.728
176 N 11.2972 6.6807 1.2835  -0.768
177 H 9.9225 7.7403 -0.6646  0.372
178 H 10.2615 9.0628 0.4822  0.367
179 H 8.6830 8.4782 0.2703  0.325
180 H 9.9135 7.6802 2.3667  0.283
181 H 9.2152 5.2236 2.2284  0.334
182 H 9.0200 5.5196 0.4837  0.341
183 H 7.3799 6.6244 3.7798  0.323
184 H 6.0334 7.1634 2.8864  0.250
185 H 7.5426 8.0958 2.8753  0.277
186 H 11.6195 5.9804 1.9360  0.236
187 H 11.8370 7.4591 1.6340  0.278
188 C 5.7366 4.5400 -4.3329  -1.443
189 C 5.2469 5.6681 -5.3108  0.620
190 C 5.6912 7.0662 -4.8200  -0.691
191 O 4.7653 8.0390 -5.3061  -0.322
192 C 5.1179 9.4646 -5.2908  -0.716
193 N 5.9087 5.3112 -6.5727  -0.726
194 H 6.8253 4.5059 -4.3734  0.374
195 H 5.3925 3.5387 -4.5920  0.355
196 H 5.5500 4.8074 -3.2928  0.365
197 H 4.1648 5.5731 -5.4004  0.239
198 H 6.7021 7.3005 -5.1533  0.391
199 H 5.7331 7.0192 -3.7318  0.280
200 H 4.2270 10.0162 -5.5913  0.237
201 H 5.9311 9.6721 -5.9863  0.299
202 H 5.4440 9.7753 -4.2982  0.297
203 H 5.6182 5.9808 -7.2709  0.223
204 H 5.6810 4.3938 -6.9285  0.218
205 C 0.0677 -3.5384 -7.6875  -1.384
206 C 1.2512 -2.6649 -8.1231  0.334
207 C 0.9752 -1.1450 -7.8322  -0.639
208 O -0.3481 -0.7315 -8.1732  -0.299
209 C -0.5614 0.5489 -7.6074  -0.674
210 N 2.4238 -3.1631 -7.4539  -0.704
211 H 0.2886 -4.5508 -8.0256  0.453
212 H -0.8207 -3.2224 -8.2342  0.346
213 H -0.1865 -3.5177 -6.6277  0.289
214 H 1.3933 -2.7099 -9.2029  0.213
215 H 1.7178 -0.6243 -8.4369  0.333
216 H 1.1509 -0.9818 -6.7689  0.329
217 H 0.0437 1.2780 -8.1463  0.291
218 H -0.2264 0.6437 -6.5745  0.294
219 H -1.6287 0.7496 -7.7007  0.242
220 H 2.2520 -4.1527 -7.3475  0.294
221 H 2.3660 -2.9150 -6.4766  0.281
222 C -10.4860 -1.3459 5.4846  -1.404
223 C -10.7288 -2.0662 4.1070  0.446
224 C -9.4617 -2.2179 3.2668  -0.692
225 O -9.8860 -2.7943 2.0097  -0.347
226 C -8.8048 -3.2574 1.1955  -0.708
227 N -11.2799 -3.4082 4.3725  -0.753
228 H -11.4038 -1.4285 6.0667  0.380
229 H -10.1923 -0.3099 5.3154  0.373
230 H -9.6885 -1.8485 6.0317  0.316
231 H -11.4289 -1.4612 3.5309  0.288
232 H -8.7798 -2.8693 3.8134  0.325
233 H -8.8529 -1.3177 3.1823  0.414
234 H -8.7547 -2.7066 0.2562  0.235
235 H -9.0575 -4.2756 0.8998  0.241
236 H -7.8285 -3.2684 1.6802  0.334
237 H -11.2069 -3.9384 3.5160  0.294
238 H -10.6718 -3.9588 4.9618  0.258
239 C -10.0580 -7.2015 -9.0186  -1.290
240 C -10.0207 -7.2489 -7.4454  0.509
241 C -9.6957 -5.8867 -6.7773  -0.870
242 O -8.4356 -5.2326 -7.0092  -0.362
243 C -7.3121 -6.0192 -6.6216  -0.702
244 N -11.3634 -7.7330 -7.0465  -0.772
245 H -9.0132 -7.4102 -9.2488  0.304
246 H -10.3631 -6.2787 -9.5119  0.313
247 H -10.6393 -8.0152 -9.4523  0.411
248 H -9.3389 -8.0499 -7.1595  0.324
249 H -9.7915 -5.9319 -5.6925  0.454
250 H -10.4714 -5.1613 -7.0226  0.363
251 H -6.4923 -5.3129 -6.4909  0.238
252 H -7.1237 -6.7744 -7.3847  0.226
253 H -7.4857 -6.4848 -5.6515  0.341
254 H -11.3629 -7.6314 -6.0417  0.247
255 H -12.0907 -7.0815 -7.3048  0.266
256 C 4.1468 -8.2962 2.8168  -1.393
257 C 2.8397 -7.9634 3.5379  0.414
258 C 2.8529 -8.3795 5.0491  -0.680
259 O 1.5268 -8.4940 5.4993  -0.307
260 C 1.5374 -8.4557 6.9562  -0.778
261 N 2.4471 -6.5520 3.4113  -0.696
262 H 4.1961 -8.1352 1.7399  0.355
263 H 4.4713 -9.3110 3.0468  0.351
264 H 4.9246 -7.6228 3.1767  0.313
265 H 2.0283 -8.5248 3.0747  0.270
266 H 3.4160 -7.6747 5.6609  0.316
267 H 3.4022 -9.2957 5.2657  0.389
268 H 0.5154 -8.6915 7.2530  0.261
269 H 1.6791 -7.4382 7.3204  0.323
270 H 2.1292 -9.2427 7.4236  0.308
271 H 3.2286 -6.0720 3.8343  0.261
272 H 1.6585 -6.4386 4.0320  0.289

x.
This record from the OMol25 dataset describes a 16-piece molecular cluster, C64H176N16O16 overall. The level of theory is wB97M-V/def2-TZVPD.

Values from the calculation:
E_HOMO: -0.331 hartree

Last column: Mulliken charge in e.
Element x y z (Å)
1 C 0.4712 -1.2458 2.1884  -1.287
2 C 1.4640 -0.2737 1.5186  0.392
3 C 0.8436 0.6098 0.4532  -0.674
4 O 0.6624 -0.1658 -0.7260  -0.323
5 C -0.1193 0.4989 -1.6779  -0.771
6 N 1.9183 0.5629 2.6416  -0.756
7 H 0.9084 -2.1047 2.6976  0.320
8 H -0.1206 -1.7694 1.4376  0.335
9 H -0.2563 -0.7735 2.8485  0.310
10 H 2.3624 -0.7980 1.1930  0.313
11 H 1.3876 1.5128 0.1763  0.420
12 H -0.1613 0.9372 0.7201  0.302
13 H -1.1199 0.6330 -1.2667  0.337
14 H -0.2017 -0.0990 -2.5856  0.248
15 H 0.2892 1.4411 -2.0434  0.299
16 H 1.1029 1.0666 2.9602  0.276
17 H 2.5090 1.2999 2.2840  0.260
18 C 1.7956 6.7528 7.5021  -1.420
19 C 0.3176 6.4182 7.7883  0.739
20 C -0.6482 7.3251 7.0789  -0.831
21 O -0.3800 8.7305 7.1930  -0.322
22 C -0.7787 9.2145 8.4563  -0.775
23 N 0.0358 4.9995 7.4987  -0.756
24 H 2.1707 6.3081 6.5803  0.376
25 H 2.5165 6.4302 8.2532  0.365
26 H 1.9759 7.8270 7.4598  0.299
27 H 0.1356 6.4312 8.8630  0.227
28 H -1.6802 7.1013 7.3491  0.394
29 H -0.6340 7.1266 6.0072  0.330
30 H -0.2455 8.7573 9.2898  0.294
31 H -1.8401 9.1095 8.6809  0.314
32 H -0.4840 10.2586 8.5622  0.287
33 H 0.5259 4.3942 8.1418  0.266
34 H -0.9511 4.8404 7.6425  0.213
35 C 2.4379 -4.4874 -9.9024  -1.362
36 C 2.6810 -5.5092 -10.9925  0.527
37 C 3.5028 -6.7493 -10.6216  -0.706
38 O 4.8086 -6.3444 -10.2807  -0.308
39 C 5.5409 -7.5010 -9.7532  -0.849
40 N 1.3850 -5.9799 -11.4702  -0.659
41 H 3.3369 -4.0280 -9.4913  0.339
42 H 1.8610 -4.8607 -9.0563  0.299
43 H 1.8988 -3.5908 -10.2082  0.382
44 H 3.1341 -5.1088 -11.8994  0.153
45 H 3.4636 -7.5496 -11.3606  0.447
46 H 3.0310 -7.2413 -9.7710  0.317
47 H 5.6953 -8.3016 -10.4766  0.330
48 H 5.2561 -7.9674 -8.8101  0.323
49 H 6.5960 -7.2388 -9.6746  0.311
50 H 0.8975 -6.6066 -10.8460  0.225
51 H 0.7575 -5.2363 -11.7413  0.232
52 C -2.7581 8.3738 -13.5072  -1.355
53 C -2.6733 7.0123 -14.2250  0.359
54 C -2.6179 5.8445 -13.1997  -0.649
55 O -1.5090 6.0057 -12.3885  -0.293
56 C -1.2180 4.8846 -11.6009  -0.771
57 N -3.8034 6.8213 -15.1175  -0.742
58 H -3.5983 8.4121 -12.8138  0.306
59 H -2.9276 9.1668 -14.2355  0.433
60 H -1.8219 8.6365 -13.0146  0.308
61 H -1.7426 7.0200 -14.7922  0.272
62 H -2.5552 4.9187 -13.7716  0.365
63 H -3.5712 5.8791 -12.6723  0.308
64 H -1.9813 4.6954 -10.8461  0.312
65 H -0.3168 4.8452 -10.9891  0.286
66 H -1.1125 3.9831 -12.2045  0.306
67 H -3.9092 7.6919 -15.6184  0.282
68 H -4.6687 6.8841 -14.6004  0.273
69 C 2.2377 -3.0475 11.4153  -1.310
70 C 1.7767 -1.6233 11.7875  0.412
71 C 1.6112 -1.3566 13.2981  -0.740
72 O 0.5878 -2.2572 13.7763  -0.275
73 C 0.5891 -2.3021 15.2037  -0.740
74 N 2.5827 -0.5834 11.2153  -0.608
75 H 3.1114 -3.4002 11.9634  0.283
76 H 2.5594 -3.1623 10.3802  0.389
77 H 1.4239 -3.7471 11.6060  0.319
78 H 0.7557 -1.4663 11.4395  0.161
79 H 1.3152 -0.3381 13.5498  0.397
80 H 2.5363 -1.5992 13.8209  0.404
81 H 1.2949 -3.0631 15.5366  0.281
82 H -0.3977 -2.5865 15.5690  0.236
83 H 0.8382 -1.3280 15.6246  0.315
84 H 2.8390 -0.7786 10.2581  0.244
85 H 3.3912 -0.4325 11.8016  0.232
86 C 12.1538 -5.8459 3.2370  -1.282
87 C 11.4423 -4.4935 3.5688  0.565
88 C 10.5196 -4.5122 4.7757  -0.860
89 O 9.4995 -5.4550 4.5752  -0.365
90 C 8.4130 -4.9143 3.8274  -0.702
91 N 12.4506 -3.4103 3.7299  -0.778
92 H 12.8850 -6.1309 3.9934  0.323
93 H 12.6279 -5.7073 2.2653  0.305
94 H 11.4290 -6.6601 3.2258  0.336
95 H 10.8223 -4.1458 2.7425  0.306
96 H 10.1691 -3.5129 5.0341  0.384
97 H 11.1917 -4.7541 5.5991  0.404
98 H 8.1315 -3.9204 4.1753  0.316
99 H 7.5718 -5.5967 3.9491  0.248
100 H 8.6419 -4.9769 2.7635  0.276
101 H 12.0264 -2.4954 3.7857  0.249
102 H 12.8148 -3.4492 4.6711  0.275
103 C 9.6207 2.5579 2.7925  -1.394
104 C 9.3387 4.0295 2.6436  0.460
105 C 10.6327 4.8523 2.2433  -0.576
106 O 11.6946 4.6798 3.1586  -0.304
107 C 12.7035 5.6192 2.9483  -0.737
108 N 8.1300 4.3219 1.7800  -0.658
109 H 10.0133 2.1551 1.8588  0.327
110 H 8.7104 1.9836 2.9645  0.383
111 H 10.3242 2.3477 3.5981  0.318
112 H 9.0819 4.3311 3.6591  0.234
113 H 10.4007 5.9170 2.2688  0.320
114 H 10.9742 4.5041 1.2685  0.297
115 H 12.3996 6.6461 3.1513  0.304
116 H 13.1173 5.4441 1.9552  0.300
117 H 13.4136 5.4593 3.7596  0.259
118 H 7.8975 5.3029 1.7201  0.241
119 H 8.2306 3.9352 0.8524  0.227
120 C -6.4258 -2.7557 -11.7966  -1.330
121 C -6.9867 -1.8539 -10.6937  0.597
122 C -5.9398 -0.9429 -9.9179  -0.737
123 O -4.9558 -1.7242 -9.2200  -0.378
124 C -5.3631 -2.6314 -8.2061  -0.731
125 N -8.0583 -0.9943 -11.1771  -0.773
126 H -7.2135 -3.1848 -12.4159  0.377
127 H -5.8725 -3.5388 -11.2781  0.294
128 H -5.7261 -2.2529 -12.4642  0.326
129 H -7.4301 -2.6178 -10.0551  0.227
130 H -6.4275 -0.3470 -9.1464  0.398
131 H -5.4908 -0.2108 -10.5891  0.372
132 H -5.5360 -3.6248 -8.6200  0.244
133 H -6.2500 -2.3569 -7.6349  0.326
134 H -4.5172 -2.7641 -7.5315  0.259
135 H -7.6387 -0.3426 -11.8246  0.282
136 H -8.2708 -0.2710 -10.5050  0.246
137 C 1.6914 -8.3028 -2.5302  -1.391
138 C 1.6200 -8.2926 -1.0152  0.321
139 C 0.1780 -8.6740 -0.4792  -0.620
140 O 0.0901 -9.1569 0.8975  -0.385
141 C -1.2245 -9.4497 1.3449  -0.773
142 N 2.4732 -9.3477 -0.4588  -0.761
143 H 1.3700 -9.2736 -2.9076  0.353
144 H 2.7304 -8.1122 -2.7991  0.373
145 H 1.0680 -7.5194 -2.9612  0.347
146 H 1.9729 -7.3825 -0.5301  0.302
147 H -0.2455 -9.5478 -0.9744  0.322
148 H -0.5752 -7.9061 -0.6558  0.386
149 H -1.9787 -8.6627 1.3420  0.298
150 H -1.1720 -9.7712 2.3850  0.262
151 H -1.6608 -10.2618 0.7633  0.327
152 H 2.4242 -10.1980 -1.0016  0.263
153 H 1.9610 -9.4795 0.4017  0.377
154 C 11.0523 5.9105 -5.4638  -1.214
155 C 10.0334 6.8671 -6.1122  0.288
156 C 8.6132 6.8573 -5.4660  -0.660
157 O 8.1587 5.4624 -5.4414  -0.266
158 C 6.7836 5.4613 -5.2563  -0.833
159 N 10.4562 8.2030 -6.4512  -0.661
160 H 10.7892 5.7962 -4.4122  0.267
161 H 12.0342 6.3837 -5.4708  0.420
162 H 11.1149 4.9520 -5.9791  0.268
163 H 9.8346 6.4057 -7.0795  0.224
164 H 7.9784 7.4540 -6.1210  0.370
165 H 8.7868 7.4130 -4.5445  0.329
166 H 6.2418 5.9901 -6.0406  0.326
167 H 6.4382 5.9555 -4.3483  0.318
168 H 6.3026 4.4923 -5.3896  0.306
169 H 11.3737 8.1197 -6.8653  0.279
170 H 10.6262 8.7696 -5.6325  0.240
171 C -4.5648 2.8699 11.7880  -1.314
172 C -5.7128 3.6336 11.1447  0.498
173 C -6.3296 2.8270 9.9851  -0.650
174 O -5.4078 2.8910 8.8281  -0.268
175 C -6.1505 2.2963 7.6780  -0.800
176 N -6.7594 3.9347 12.1495  -0.760
177 H -4.8766 1.9158 12.2129  0.334
178 H -4.1611 3.5371 12.5495  0.385
179 H -3.8145 2.7596 11.0051  0.315
180 H -5.3885 4.6114 10.7885  0.254
181 H -7.2893 3.2938 9.7634  0.314
182 H -6.3822 1.7792 10.2808  0.303
183 H -7.0919 2.7915 7.4397  0.315
184 H -6.4803 1.2678 7.8244  0.316
185 H -5.5442 2.2229 6.7752  0.278
186 H -7.4893 4.5794 11.8817  0.238
187 H -6.2588 4.4064 12.8891  0.241
188 C -11.9236 -2.8737 5.1174  -1.402
189 C -12.1382 -3.0961 3.6039  0.316
190 C -11.0072 -3.8380 2.9498  -0.510
191 O -9.8340 -3.0757 3.1746  -0.282
192 C -8.6812 -3.6046 2.5416  -0.797
193 N -13.4998 -3.6896 3.4455  -0.675
194 H -11.0261 -2.2873 5.3139  0.353
195 H -11.8669 -3.8333 5.6311  0.371
196 H -12.6513 -2.1758 5.5314  0.371
197 H -12.1809 -2.0637 3.2569  0.236
198 H -11.2952 -3.9534 1.9049  0.310
199 H -11.0118 -4.8241 3.4143  0.264
200 H -7.7913 -3.0289 2.7963  0.274
201 H -8.7575 -3.7482 1.4638  0.293
202 H -8.4010 -4.5050 3.0883  0.327
203 H -13.5301 -4.3511 4.2081  0.292
204 H -13.5571 -4.2635 2.6164  0.260
205 C -13.0732 2.8843 -7.7071  -1.387
206 C -11.7590 3.1264 -6.9385  0.573
207 C -11.4200 2.0090 -5.9610  -0.775
208 O -10.3723 2.4404 -5.0670  -0.277
209 C -10.0344 1.4137 -4.1641  -0.821
210 N -10.6699 3.3083 -7.8358  -0.765
211 H -13.1789 3.6050 -8.5179  0.361
212 H -13.9207 2.9635 -7.0262  0.367
213 H -13.1265 1.8769 -8.1199  0.313
214 H -11.8888 4.0543 -6.3815  0.256
215 H -11.0776 1.1317 -6.5098  0.389
216 H -12.3191 1.8422 -5.3678  0.336
217 H -9.1487 1.4979 -3.5345  0.302
218 H -9.8995 0.4079 -4.5618  0.305
219 H -10.8015 1.2894 -3.3997  0.321
220 H -9.8459 3.4939 -7.2821  0.258
221 H -10.8130 4.1762 -8.3321  0.247
222 C 12.1278 -3.7319 -5.2238  -1.292
223 C 11.3648 -4.6084 -4.2060  0.308
224 C 10.1152 -3.9302 -3.5614  -0.706
225 O 9.2561 -3.3982 -4.5800  -0.303
226 C 8.4028 -2.2949 -4.2348  -0.765
227 N 10.9750 -5.8284 -4.8424  -0.733
228 H 12.3557 -2.7431 -4.8258  0.345
229 H 11.5079 -3.4435 -6.0727  0.290
230 H 13.0373 -4.2406 -5.5432  0.341
231 H 12.0624 -4.8724 -3.4113  0.361
232 H 10.5041 -3.1058 -2.9637  0.379
233 H 9.5114 -4.6294 -2.9830  0.359
234 H 7.8946 -2.4342 -3.2806  0.316
235 H 7.7865 -2.1840 -5.1269  0.237
236 H 8.9062 -1.3578 -3.9970  0.306
237 H 10.5075 -6.5105 -4.2625  0.257
238 H 10.2447 -5.5741 -5.4922  0.300
239 C -5.0909 8.8233 -4.8217  -1.410
240 C -5.5939 7.3847 -4.5907  0.364
241 C -4.9444 6.5894 -3.4396  -0.658
242 O -5.1571 7.3738 -2.2701  -0.286
243 C -4.5343 6.8126 -1.1001  -0.800
244 N -7.0020 7.4190 -4.4561  -0.666
245 H -4.0829 8.7295 -5.2258  0.358
246 H -5.0114 9.3396 -3.8651  0.294
247 H -5.7259 9.3873 -5.5049  0.396
248 H -5.4522 6.8655 -5.5386  0.305
249 H -3.8787 6.5156 -3.6562  0.378
250 H -5.4882 5.6571 -3.2869  0.361
251 H -4.7911 7.5309 -0.3216  0.263
252 H -3.4457 6.8469 -1.1435  0.306
253 H -4.9123 5.8468 -0.7647  0.296
254 H -7.2880 6.5120 -4.1161  0.213
255 H -7.2939 8.1034 -3.7730  0.288
256 C -4.6086 -7.1814 14.7512  -1.452
257 C -5.1982 -7.2487 13.2930  0.293
258 C -4.6287 -6.0930 12.3886  -0.622
259 O -5.2689 -6.1425 11.1749  -0.326
260 C -4.6200 -5.3005 10.1803  -0.778
261 N -4.7972 -8.5360 12.7128  -0.737
262 H -3.5255 -7.0693 14.7996  0.324
263 H -4.9362 -8.0509 15.3211  0.395
264 H -5.0446 -6.3697 15.3334  0.388
265 H -6.2831 -7.1433 13.2931  0.334
266 H -3.5507 -6.1334 12.2321  0.355
267 H -4.8562 -5.1915 12.9575  0.331
268 H -3.7260 -5.7448 9.7427  0.315
269 H -4.4455 -4.2736 10.5013  0.311
270 H -5.2851 -5.2278 9.3198  0.280
271 H -5.1364 -8.4392 11.7664  0.317
272 H -3.7872 -8.5362 12.7077  0.272

Most stable: x. Least stable: w.